Entry 1:
The following is a quantum chemistry calculation of C3H8O2 in the gas phase in a non-equilibrium geometry, from OMol25.

Values from the calculation:
- HOMO-LUMO gap (eV) = 9.591
- HOMO energy (eV) = -8.76
- total charge = 0

Element x y z (Å)
C  1.69  0.82  0.39
O  0.38  0.36  0.79
C  -0.31  -0.93  -0.06
C  -1.67  -0.39  -0.34
O  -1.52  0.93  -0.63
H  1.84  1.88  0.64
H  2.45  0.23  0.92
H  1.82  0.70  -0.69
H  0.30  -0.89  -0.96
H  -0.30  -1.90  0.46
H  -1.83  -1.17  -1.15
H  -2.45  -0.64  0.41
H  -0.42  1.00  0.22

***

Entry 2:
The following is a quantum chemistry calculation of C3H8O2 in the gas phase in a non-equilibrium geometry, from OMol25.

Values from the calculation:
- SMILES string = OCCCO
- HOMO-LUMO gap (eV) = 11.116
- HOMO energy (eV) = -10.20
- total charge = 0

Element x y z (Å)
O  0.17  1.94  1.41
C  0.02  0.54  1.16
C  -0.50  0.22  -0.24
C  -0.30  -1.25  -0.56
O  0.63  -1.38  -1.67
H  0.40  2.41  0.61
H  1.04  0.15  1.18
H  -0.59  0.13  1.96
H  -1.52  0.57  -0.41
H  0.12  0.79  -0.93
H  0.22  -1.84  0.21
H  -1.22  -1.80  -0.76
H  0.26  -1.89  -2.40

***

Entry 3:
The following is a quantum chemistry calculation of C3H8O2 in the gas phase in a non-equilibrium geometry, from OMol25.

Values from the calculation:
- SMILES string = COCCO
- HOMO-LUMO gap (eV) = 10.859
- HOMO energy (eV) = -9.92
- total charge = 0

Element x y z (Å)
C  1.64  0.62  -0.22
O  0.61  0.04  -0.93
C  -0.11  -0.88  -0.08
C  -1.43  -0.22  0.45
O  -2.09  0.58  -0.61
H  2.25  1.51  -0.64
H  1.11  1.13  0.72
H  2.42  -0.16  0.15
H  -0.38  -1.76  -0.65
H  0.61  -1.21  0.79
H  -1.21  0.38  1.36
H  -2.00  -1.22  0.63
H  -1.41  1.20  -0.98

***

Entry 4:
The following is a quantum chemistry calculation of C3H8O2 in the gas phase, from OMol25.

Values from the calculation:
- SMILES string = COCCO
- HOMO-LUMO gap (eV) = 10.361
- HOMO energy (eV) = -9.41
- total charge = 0

Element x y z (Å)
C  1.44  0.71  0.39
O  0.60  -0.27  0.96
C  -0.01  -1.02  -0.06
C  -1.33  -0.35  -0.45
O  -1.13  0.79  -1.26
H  1.63  1.46  1.16
H  2.39  0.25  0.09
H  0.96  1.18  -0.45
H  0.65  -1.11  -0.94
H  -0.16  -2.03  0.33
H  -1.96  -1.05  -1.00
H  -1.80  -0.11  0.51
H  -1.41  1.60  -0.82

***

Entry 5:
The following is a quantum chemistry calculation of 2 unconnected molecules or ions with the total composition C3H8O2 in a non-equilibrium geometry, from OMol25.

Values from the calculation:
- SMILES string = C=CO.CO
- HOMO-LUMO gap (eV) = 9.353
- HOMO energy (eV) = -8.70
- total charge = 0

Element x y z (Å)
C  0.50  -0.60  1.77
C  1.46  0.05  1.12
O  1.34  1.24  0.49
H  0.62  -1.39  2.49
H  -0.55  -0.48  1.53
H  2.51  -0.21  1.18
H  0.55  1.31  -0.09
C  -1.00  -0.36  -1.46
O  -0.74  1.02  -1.17
H  -1.79  -0.74  -0.81
H  -1.25  -0.47  -2.51
H  -0.13  -0.92  -1.14
H  -1.52  1.54  -1.40

***

Entry 6:
The following is a quantum chemistry calculation of C3H8O2 in the gas phase, from OMol25.

Values from the calculation:
- SMILES string = C[C@@H](O)CO
- HOMO-LUMO gap (eV) = 10.931
- HOMO energy (eV) = -10.13
- total charge = 0

Element x y z (Å)
C  0.85  1.23  -0.66
C  -0.34  0.44  -0.16
O  -0.98  -0.16  -1.27
C  0.08  -0.67  0.80
O  -1.05  -1.49  1.03
H  1.56  0.57  -1.17
H  1.37  1.74  0.16
H  0.52  1.99  -1.38
H  -1.04  1.11  0.37
H  -1.55  -0.84  -0.88
H  0.90  -1.24  0.34
H  0.45  -0.24  1.75
H  -0.77  -2.41  1.06

***

ΔE to the lowest compared entry with this formula, charge and spin, respectively: 3.676 1.232 2.318 1.437 1.920 0.634 eV.